1.
{"formula": "C47H49ClF4IInN3OSbSi", "method": "wB97M-V/def2-TZVPD", "symbols": ["In", "C", "C", "N", "C", "C", "C", "C", "N", "C", "C", "F", "C", "F", "C", "C", "F", "C", "F", "H", "H", "H", "H", "H", "H", "H", "H", "H", "H", "H", "H", "H", "H", "H", "Cl", "C", "C", "C", "I", "C", "O", "C", "N", "C", "C", "C", "C", "H", "H", "H", "H", "C", "C", "C", "C", "C", "C", "C", "Sb", "C", "C", "C", "C", "C", "C", "C", "C", "C", "C", "C", "C", "C", "C", "H", "H", "H", "H", "H", "H", "H", "H", "H", "H", "H", "H", "H", "H", "H", "H", "H", "H", "H", "H", "H", "C", "Si", "C", "C", "C", "C", "H", "H", "H", "H", "H", "H", "H", "H", "H"], "coordinates": [[-0.83, 0.42, 0.02], [-2.72, 2.44, 2.68], [-2.24, 1.03, 2.94], [-0.90, 0.68, 2.41], [0.15, 1.54, 2.91], [0.48, 1.46, 4.41], [-0.59, -0.74, 2.68], [-1.58, -1.71, 2.03], [-1.69, -1.41, 0.61], [-2.91, -1.83, 0.13], [-4.54, -0.45, -0.27], [-4.22, 0.91, -0.08], [-5.94, -0.67, -0.60], [-6.55, 0.24, -1.35], [-5.95, -2.06, -1.18], [-4.40, -3.56, -0.85], [-4.31, -4.80, -1.42], [-3.15, -3.33, -0.02], [-2.09, -4.07, -0.35], [-3.81, 2.47, 2.97], [-2.19, 3.11, 3.35], [-2.73, 2.74, 1.65], [-2.24, 0.88, 4.02], [-2.95, 0.33, 2.50], [1.03, 1.30, 2.34], [-0.12, 2.57, 2.70], [0.69, 0.41, 4.74], [1.44, 2.06, 4.51], [-0.23, 1.97, 5.03], [0.42, -0.98, 2.35], [-0.47, -0.90, 3.78], [-1.23, -2.74, 2.11], [-2.54, -1.61, 2.59], [-6.79, -2.32, -1.84], [-5.42, -3.75, -3.93], [-4.38, -2.52, -3.25], [-3.53, -1.82, -4.03], [-2.71, -0.79, -3.45], [-1.35, 0.10, -4.77], [-2.70, -0.43, -2.15], [-1.85, 0.44, -1.74], [-3.58, -1.20, -1.21], [-4.07, -1.24, 0.85], [-4.90, -1.99, 1.71], [-5.70, -2.94, 1.23], [-5.78, -3.24, -0.18], [-4.53, -2.30, -1.81], [-3.43, -2.09, -5.06], [-4.91, -1.76, 2.79], [-6.35, -3.45, 1.93], [-6.46, -4.02, -0.49], [3.47, -0.82, 2.38], [3.84, 0.30, 1.44], [4.76, 1.22, 1.96], [5.32, 2.24, 1.18], [5.02, 2.23, -0.20], [4.14, 1.33, -0.74], [3.51, 0.41, 0.10], [1.85, -0.75, -0.71], [2.18, -2.85, -0.26], [0.94, -3.42, 0.00], [0.83, -4.80, 0.20], [1.96, -5.59, 0.26], [3.21, -4.97, 0.08], [3.36, -3.63, -0.22], [4.71, -3.06, -0.62], [2.33, -0.67, -2.79], [2.99, -1.69, -3.49], [3.49, -1.47, -4.80], [3.42, -0.15, -5.32], [2.73, 0.83, -4.62], [2.15, 0.57, -3.39], [1.40, 1.74, -2.79], [2.83, -0.46, 3.22], [4.33, -1.25, 2.87], [2.93, -1.66, 1.89], [5.00, 1.13, 3.03], [5.98, 2.96, 1.63], [5.54, 2.86, -0.89], [3.98, 1.28, -1.85], [-0.03, -2.84, -0.06], [-0.08, -5.34, 0.33], [1.88, -6.62, 0.44], [4.09, -5.55, 0.05], [5.09, -3.56, -1.47], [5.39, -3.22, 0.16], [4.65, -2.01, -0.78], [3.05, -2.71, -3.06], [3.95, -2.25, -5.35], [3.92, 0.13, -6.26], [2.63, 1.84, -4.99], [1.50, 2.65, -3.32], [1.70, 1.94, -1.77], [0.36, 1.45, -2.69], [2.41, 5.46, 1.14], [0.72, 5.36, 0.48], [0.71, 6.28, -1.17], [-0.53, 6.14, 1.63], [0.17, 3.61, 0.27], [-0.14, 2.46, -0.02], [2.81, 6.46, 1.24], [3.03, 4.86, 0.46], [2.52, 4.95, 2.11], [1.07, 7.30, -1.11], [-0.29, 6.44, -1.47], [1.18, 5.70, -1.98], [-0.44, 7.22, 1.78], [-0.62, 5.67, 2.66], [-1.52, 5.96, 1.27]], "lumo_ha": [-0.0145, -0.0067], "homo_ha": [-0.25955, -0.25949], "orbital_gap_ev": [6.669, 6.880], "multiplicity": 1}

2.
{"formula": "C5H22N2O6", "method": "wB97M-V/def2-TZVPD", "symbols": ["C", "N", "C", "C", "C", "N", "C", "O", "H", "H", "H", "H", "H", "H", "H", "H", "H", "H", "H", "H", "H", "H", "O", "H", "H", "O", "H", "H", "O", "H", "H", "O", "H", "H", "O"], "coordinates": [[2.57, -1.10, 0.65], [1.35, -0.64, 0.06], [0.05, -2.82, 0.12], [0.42, -1.45, -0.62], [-0.87, -0.71, -0.87], [-1.41, -0.56, -2.14], [-0.72, -0.53, -3.42], [-1.59, -0.43, 0.06], [3.03, -0.52, 1.45], [2.57, -2.17, 0.90], [3.33, -0.96, -0.16], [0.84, -0.19, 0.87], [0.62, -3.58, -0.44], [-0.99, -3.08, 0.00], [0.36, -2.75, 1.15], [0.81, -1.70, -1.64], [-2.22, 0.05, -2.03], [0.08, -1.27, -3.42], [-0.24, 0.42, -3.67], [-1.39, -0.83, -4.23], [1.18, 1.37, -0.50], [0.37, 1.48, -1.90], [0.81, 1.96, -1.18], [-2.85, 0.82, 2.06], [-2.19, -0.22, 1.36], [-2.90, -0.15, 2.01], [0.75, 3.87, 1.57], [0.88, 3.01, 0.22], [0.60, 3.03, 1.14], [-1.17, 2.72, 1.07], [-1.64, 2.97, 2.50], [-1.93, 2.59, 1.67], [0.30, -0.22, 2.89], [0.36, 1.18, 2.05], [0.83, 0.41, 2.39]], "e_above_lowest_kj_mol": 122.58, "lumo_ha": [-0.1094, -0.2956], "charge": 1, "homo_ha": [-0.45238, -0.45232], "orbital_gap_ev": [9.333, 4.264], "multiplicity": 2}

3.
{"formula": "C36H90N6O12", "method": "wB97M-V/def2-TZVPD", "symbols": ["C", "O", "C", "C", "N", "C", "C", "O", "C", "H", "H", "H", "H", "H", "H", "H", "H", "H", "H", "H", "H", "H", "H", "H", "C", "O", "C", "C", "N", "C", "C", "O", "C", "H", "H", "H", "H", "H", "H", "H", "H", "H", "H", "H", "H", "H", "H", "H", "C", "O", "C", "C", "N", "C", "C", "O", "C", "H", "H", "H", "H", "H", "H", "H", "H", "H", "H", "H", "H", "H", "H", "H", "C", "O", "C", "C", "N", "C", "C", "O", "C", "H", "H", "H", "H", "H", "H", "H", "H", "H", "H", "H", "H", "H", "H", "H", "C", "O", "C", "C", "N", "C", "C", "O", "C", "H", "H", "H", "H", "H", "H", "H", "H", "H", "H", "H", "H", "H", "H", "H", "C", "O", "C", "C", "N", "C", "C", "O", "C", "H", "H", "H", "H", "H", "H", "H", "H", "H", "H", "H", "H", "H", "H", "H"], "coordinates": [[-24.00, 19.74, 32.05], [-25.36, 19.79, 31.65], [-25.91, 20.97, 31.09], [-25.71, 21.07, 29.57], [-24.27, 21.12, 29.25], [-24.06, 21.36, 27.85], [-24.28, 20.13, 26.97], [-25.65, 19.91, 26.56], [-25.83, 18.56, 26.21], [-23.69, 20.79, 32.12], [-23.38, 19.25, 31.29], [-23.93, 19.19, 32.99], [-25.57, 21.84, 31.66], [-26.96, 20.91, 31.36], [-26.32, 21.92, 29.24], [-26.22, 20.23, 29.09], [-23.93, 20.19, 29.48], [-23.02, 21.66, 27.69], [-24.58, 22.27, 27.53], [-23.91, 19.28, 27.56], [-23.79, 20.13, 26.00], [-26.90, 18.36, 26.19], [-25.32, 17.85, 26.88], [-25.36, 18.35, 25.25], [-17.82, 13.03, 31.89], [-19.08, 13.68, 32.19], [-19.38, 14.69, 31.23], [-20.15, 15.80, 31.87], [-21.38, 15.26, 32.45], [-22.20, 16.14, 33.27], [-23.42, 15.47, 33.88], [-24.70, 15.92, 33.45], [-25.21, 16.98, 34.27], [-17.79, 12.62, 30.88], [-17.71, 12.18, 32.57], [-17.09, 13.79, 32.17], [-20.01, 14.17, 30.50], [-18.47, 15.06, 30.75], [-20.23, 16.66, 31.20], [-19.52, 16.23, 32.67], [-21.09, 14.40, 32.89], [-22.42, 16.98, 32.60], [-21.59, 16.44, 34.13], [-23.36, 15.25, 34.95], [-23.51, 14.45, 33.45], [-24.57, 17.85, 34.30], [-25.54, 16.53, 35.21], [-26.17, 17.21, 33.79], [-17.71, 10.13, 35.32], [-18.73, 9.27, 35.77], [-18.23, 7.98, 36.09], [-18.99, 7.46, 37.30], [-18.51, 8.06, 38.56], [-19.08, 7.37, 39.72], [-18.80, 8.06, 41.06], [-18.00, 7.24, 41.87], [-17.59, 7.83, 43.06], [-17.19, 10.53, 36.20], [-18.05, 11.00, 34.75], [-16.89, 9.81, 34.67], [-17.17, 8.04, 36.34], [-18.34, 7.25, 35.28], [-18.77, 6.39, 37.40], [-20.05, 7.67, 37.13], [-19.02, 8.94, 38.50], [-18.61, 6.39, 39.82], [-20.16, 7.31, 39.54], [-19.75, 8.24, 41.60], [-18.42, 9.09, 40.98], [-18.41, 8.14, 43.70], [-16.82, 8.60, 42.88], [-16.98, 7.11, 43.61], [-17.39, 14.66, 34.91], [-16.16, 13.98, 34.80], [-15.59, 13.59, 36.02], [-14.21, 12.94, 35.78], [-14.35, 11.53, 35.39], [-13.12, 10.94, 34.86], [-13.29, 9.44, 34.71], [-13.49, 8.85, 35.98], [-13.67, 7.46, 35.91], [-17.65, 15.05, 33.93], [-17.33, 15.54, 35.56], [-18.10, 13.94, 35.32], [-16.28, 12.81, 36.38], [-15.52, 14.37, 36.78], [-13.52, 13.03, 36.62], [-13.71, 13.56, 35.03], [-14.59, 11.09, 36.27], [-12.25, 10.98, 35.54], [-12.81, 11.39, 33.92], [-12.32, 9.12, 34.32], [-14.12, 9.16, 34.06], [-14.75, 7.28, 35.83], [-13.37, 6.95, 36.83], [-13.14, 6.90, 35.15], [-14.16, 18.79, 35.59], [-15.21, 18.17, 34.84], [-14.85, 17.83, 33.51], [-14.28, 16.41, 33.47], [-13.74, 16.05, 32.17], [-14.03, 14.66, 31.80], [-13.14, 14.23, 30.64], [-11.81, 14.01, 31.26], [-11.34, 12.69, 31.08], [-14.35, 18.71, 36.65], [-14.19, 19.83, 35.28], [-13.19, 18.37, 35.33], [-14.19, 18.64, 33.17], [-15.79, 17.87, 32.96], [-15.13, 15.77, 33.73], [-13.61, 16.34, 34.33], [-12.73, 16.16, 32.17], [-15.04, 14.69, 31.39], [-13.88, 13.96, 32.62], [-12.81, 15.07, 30.02], [-13.48, 13.38, 30.04], [-11.96, 11.98, 31.65], [-10.42, 12.65, 31.67], [-11.11, 12.37, 30.07], [-21.60, 18.08, 28.63], [-22.86, 17.89, 29.20], [-22.94, 16.75, 30.07], [-24.39, 16.56, 30.43], [-25.32, 16.62, 29.30], [-26.67, 16.45, 29.78], [-27.74, 17.07, 28.89], [-28.96, 16.53, 29.45], [-30.05, 17.17, 28.80], [-20.86, 18.23, 29.44], [-21.61, 18.98, 28.02], [-21.16, 17.25, 28.07], [-22.26, 16.92, 30.91], [-22.58, 15.92, 29.46], [-24.67, 17.23, 31.25], [-24.51, 15.55, 30.84], [-25.16, 17.50, 28.82], [-26.80, 16.88, 30.78], [-26.95, 15.40, 29.81], [-27.66, 16.68, 27.87], [-27.78, 18.16, 28.79], [-30.18, 18.24, 28.99], [-30.95, 16.71, 29.23], [-30.06, 16.92, 27.73]], "e_above_lowest_kj_mol": 1333.31, "lumo_ha": 0.0228, "homo_ha": -0.31304, "orbital_gap_ev": 9.140, "multiplicity": 1}

4.
{"formula": "C6H9N", "method": "wB97M-V/def2-TZVPD", "symbols": ["C", "C", "C", "N", "C", "C", "C", "H", "H", "H", "H", "H", "H", "H", "H", "H"], "coordinates": [[-0.54, -1.73, 0.08], [-0.29, -0.24, 0.33], [-1.04, 0.21, 1.50], [-1.62, 0.58, 2.43], [1.17, 0.26, 0.40], [0.88, 1.29, -0.73], [-0.52, 0.68, -0.90], [-1.61, -1.87, -0.13], [-0.28, -2.34, 0.95], [0.03, -2.09, -0.78], [1.91, -0.50, 0.12], [1.50, 0.71, 1.34], [0.87, 2.32, -0.38], [1.53, 1.27, -1.61], [-1.37, 1.35, -0.80], [-0.64, 0.11, -1.83]], "e_above_lowest_kj_mol": 97.30, "lumo_ha": 0.0308, "homo_ha": -0.40563, "orbital_gap_ev": 11.875, "multiplicity": 1}

5.
{"formula": "C25H31Br3F18O12", "method": "wB97M-V/def2-TZVPD", "symbols": ["C", "Br", "Br", "Br", "H", "C", "C", "O", "C", "O", "C", "F", "F", "F", "H", "H", "H", "H", "H", "C", "C", "O", "C", "O", "C", "F", "F", "F", "H", "H", "H", "H", "H", "C", "C", "O", "C", "O", "C", "F", "F", "F", "H", "H", "H", "H", "H", "C", "C", "O", "C", "O", "C", "F", "F", "F", "H", "H", "H", "H", "H", "C", "C", "O", "C", "O", "C", "F", "F", "F", "H", "H", "H", "H", "H", "C", "C", "O", "C", "O", "C", "F", "F", "F", "H", "H", "H", "H", "H"], "coordinates": [[0.49, -0.44, -0.62], [-0.51, 0.15, -2.18], [1.75, 0.97, -0.21], [1.39, -2.12, -0.86], [-0.21, -0.49, 0.20], [-5.93, 1.18, 1.42], [-4.89, 1.24, 0.34], [-4.31, -0.03, 0.04], [-3.63, -0.65, 0.96], [-3.24, -0.18, 1.99], [-3.28, -2.08, 0.50], [-3.58, -2.28, -0.79], [-1.95, -2.28, 0.65], [-3.91, -3.01, 1.21], [-5.59, 0.70, 2.33], [-6.86, 0.72, 1.08], [-6.24, 2.19, 1.71], [-4.13, 1.99, 0.59], [-5.32, 1.58, -0.60], [-1.20, -3.14, -3.08], [-2.00, -4.37, -3.45], [-2.57, -5.02, -2.31], [-1.73, -5.66, -1.51], [-0.54, -5.74, -1.63], [-2.50, -6.41, -0.41], [-3.76, -6.02, -0.29], [-2.48, -7.72, -0.71], [-1.90, -6.24, 0.78], [-1.80, -2.52, -2.41], [-1.06, -2.49, -3.95], [-0.22, -3.36, -2.69], [-1.34, -5.10, -3.94], [-2.78, -4.15, -4.17], [2.47, -5.96, 1.21], [2.62, -5.72, -0.26], [3.89, -6.25, -0.69], [4.22, -6.00, -1.94], [3.65, -5.25, -2.68], [5.37, -6.91, -2.43], [6.56, -6.39, -2.13], [5.27, -8.13, -1.89], [5.29, -7.05, -3.75], [1.42, -5.77, 1.47], [3.05, -5.35, 1.89], [2.71, -6.99, 1.47], [2.58, -4.65, -0.46], [1.82, -6.18, -0.84], [4.41, 2.85, 2.42], [4.62, 2.91, 0.92], [5.13, 4.22, 0.56], [5.43, 4.39, -0.70], [5.28, 3.60, -1.59], [6.03, 5.79, -0.95], [7.17, 5.65, -1.64], [5.19, 6.51, -1.69], [6.28, 6.46, 0.17], [3.88, 1.91, 2.60], [3.79, 3.66, 2.79], [5.35, 2.86, 2.97], [3.63, 2.87, 0.46], [5.27, 2.12, 0.57], [-1.46, 2.44, 1.56], [-1.89, 3.38, 2.67], [-2.94, 2.81, 3.46], [-2.57, 2.15, 4.55], [-1.46, 1.93, 4.91], [-3.82, 1.71, 5.34], [-3.48, 1.32, 6.57], [-4.71, 2.71, 5.45], [-4.42, 0.68, 4.73], [-2.12, 2.57, 0.70], [-1.47, 1.38, 1.83], [-0.49, 2.74, 1.17], [-2.34, 4.27, 2.23], [-1.06, 3.76, 3.27], [1.81, 5.29, -2.22], [1.08, 4.23, -1.44], [-0.17, 4.79, -0.97], [-1.27, 4.36, -1.56], [-1.37, 3.48, -2.35], [-2.47, 5.20, -1.08], [-2.30, 5.75, 0.11], [-2.69, 6.17, -1.97], [-3.56, 4.42, -1.03], [2.81, 4.98, -2.52], [2.03, 6.17, -1.61], [1.23, 5.61, -3.08], [1.60, 3.94, -0.53], [0.94, 3.33, -2.03]], "e_above_lowest_kj_mol": 0.00, "lumo_ha": -0.0116, "homo_ha": -0.38832, "orbital_gap_ev": 10.252, "multiplicity": 1}

6.
{"formula": "C28H24N2O11P3Ta", "method": "wB97M-V/def2-TZVPD", "symbols": ["Ta", "O", "C", "C", "C", "C", "C", "C", "C", "N", "N", "C", "O", "C", "C", "C", "C", "C", "C", "H", "H", "H", "H", "H", "H", "H", "H", "H", "H", "O", "P", "O", "O", "O", "P", "O", "O", "O", "H", "H", "O", "C", "O", "C", "P", "C", "C", "C", "C", "C", "C", "C", "C", "C", "C", "C", "C", "H", "H", "H", "H", "H", "H", "H", "H", "H", "H", "H", "H"], "coordinates": [[0.32, -2.16, 0.86], [1.29, -3.75, 0.28], [1.66, -4.13, -0.94], [1.58, -5.48, -1.28], [1.95, -5.89, -2.55], [2.44, -4.98, -3.49], [2.55, -3.65, -3.15], [2.16, -3.20, -1.88], [2.43, -1.85, -1.48], [1.93, -1.32, -0.42], [2.51, -0.15, 0.06], [2.28, -0.09, 1.33], [1.61, -1.05, 1.94], [2.70, 1.09, 2.11], [2.24, 1.24, 3.41], [2.57, 2.37, 4.14], [3.37, 3.35, 3.56], [3.84, 3.20, 2.27], [3.50, 2.07, 1.54], [1.20, -6.17, -0.55], [1.86, -6.93, -2.81], [2.73, -5.31, -4.47], [2.95, -2.93, -3.85], [3.16, -1.26, -2.03], [1.62, 0.46, 3.85], [2.21, 2.49, 5.15], [3.63, 4.24, 4.13], [4.46, 3.96, 1.82], [3.86, 1.94, 0.52], [-1.54, -4.80, -0.25], [-2.16, -3.35, -0.39], [-3.28, -3.16, -1.29], [-0.88, -2.44, -0.67], [-2.48, -2.96, 1.14], [-1.85, -3.58, 2.51], [-2.45, -2.66, 3.60], [-2.12, -5.01, 2.61], [-0.30, -3.24, 2.36], [-1.87, -5.29, 0.53], [-2.51, -1.69, 3.36], [-2.54, -0.08, 2.81], [-1.72, 0.17, 1.95], [-0.92, -0.74, 1.48], [-1.53, 1.54, 1.36], [-0.80, 1.52, -0.36], [-0.38, 3.29, -0.50], [0.97, 3.61, -0.64], [1.38, 4.94, -0.69], [0.44, 5.95, -0.62], [-0.91, 5.64, -0.48], [-1.32, 4.32, -0.42], [-2.32, 1.37, -1.37], [-3.34, 0.50, -1.01], [-4.42, 0.29, -1.85], [-4.50, 0.95, -3.06], [-3.48, 1.81, -3.44], [-2.40, 2.02, -2.61], [-0.78, 2.04, 1.99], [-2.46, 2.11, 1.44], [1.69, 2.81, -0.70], [2.43, 5.17, -0.80], [0.75, 6.99, -0.66], [-1.65, 6.44, -0.43], [-2.37, 4.08, -0.33], [-3.30, -0.04, -0.07], [-5.19, -0.41, -1.55], [-5.34, 0.78, -3.72], [-3.53, 2.33, -4.39], [-1.61, 2.70, -2.91]], "e_above_lowest_kj_mol": 74.13, "lumo_ha": -0.0423, "homo_ha": -0.31369, "orbital_gap_ev": 7.385, "multiplicity": 1}

7.
{"formula": "C7H12LiO4", "method": "wB97M-V/def2-TZVPD", "symbols": ["C", "C", "C", "O", "C", "C", "C", "O", "C", "O", "O", "H", "H", "H", "H", "H", "H", "H", "H", "H", "H", "H", "H", "Li"], "coordinates": [[-2.50, 0.06, 2.90], [-1.27, -0.06, 1.97], [-1.71, -0.67, 0.65], [-0.85, -0.47, -0.47], [0.53, -0.36, -0.20], [1.24, -0.51, -1.52], [2.78, -0.35, -1.44], [3.05, 0.86, -2.17], [1.91, 1.52, -2.29], [1.73, 2.70, -2.37], [0.87, 0.62, -2.38], [-2.25, -0.19, 3.93], [-3.29, -0.62, 2.58], [-2.91, 1.07, 2.86], [-0.87, 0.94, 1.82], [-0.54, -0.69, 2.47], [-2.66, -0.21, 0.37], [-1.91, -1.73, 0.78], [0.77, 0.63, 0.20], [0.89, -1.14, 0.48], [0.94, -1.41, -2.05], [3.13, -0.24, -0.42], [3.29, -1.19, -1.90], [-0.34, 1.44, -3.81]], "lumo_ha": -0.1624, "charge": 1, "homo_ha": -0.48866, "orbital_gap_ev": 8.877, "multiplicity": 1}